# 1
DFT (the ωB97M-V functional and the def2-TZVPD basis) results for 6 unconnected molecules or ions with the total composition C11H14Cl20N3O2.

The highest occupied orbital energy is -12.50 eV. Its charge is +1. The multiplicity is 1. The value obtained for the LUMO energy is -3.99 eV.

CARTESIAN COORDINATES (ANGSTROEM)
C -1.54 1.31 -0.24
C -0.07 1.87 0.32
O 1.05 1.46 -0.55
C 0.15 1.57 1.91
N 1.59 1.65 2.39
C 2.47 2.69 2.17
N 2.19 3.95 1.38
C 3.57 4.38 0.92
C 4.36 4.24 2.39
O 5.79 4.51 2.20
N 3.92 2.79 2.69
H -1.45 0.21 -0.62
H -2.41 1.48 0.54
H -1.81 2.00 -1.17
H -0.15 3.06 0.21
H 1.38 2.30 -0.99
H -0.20 0.45 2.09
H -0.53 2.23 2.63
H 1.95 0.84 2.97
H 1.56 4.66 1.80
H 3.94 3.57 0.15
H 3.49 5.46 0.46
H 3.82 4.94 3.18
H 6.08 4.02 1.35
H 4.04 2.55 3.72
C 0.68 -1.07 -3.28
Cl 2.11 -1.77 -4.09
Cl 0.63 -1.64 -1.59
Cl 0.79 0.70 -3.31
Cl -0.79 -1.59 -4.13
C 0.42 -3.20 -8.08
Cl -1.11 -2.38 -8.51
Cl 1.61 -2.96 -9.39
Cl 1.05 -2.50 -6.57
Cl 0.11 -4.94 -7.86
C -1.44 -5.14 -0.41
Cl -3.06 -5.88 -0.44
Cl -0.87 -4.92 -2.09
Cl -1.53 -3.56 0.40
Cl -0.32 -6.20 0.47
C -5.84 0.32 1.27
Cl -6.97 0.75 -0.04
Cl -6.75 -0.39 2.63
Cl -4.64 -0.85 0.67
Cl -5.00 1.79 1.83
C -2.45 -4.55 4.13
Cl -0.71 -4.20 4.11
Cl -2.95 -5.18 2.54
Cl -2.80 -5.77 5.38
Cl -3.36 -3.06 4.48

---

# 2
DFT (the ωB97M-V functional and the def2-TZVPD basis) results for a molecular structure, C39H107F6N8O17S2Sr.

The highest occupied orbital energy is -9.86 eV. Its charge is +1. The multiplicity is 1. The value obtained for the LUMO energy is -3.52 eV.

CARTESIAN COORDINATES (ANGSTROEM)
Sr -1.89 2.44 -0.63
C 0.02 -0.87 -2.46
F -1.31 -1.18 -2.20
F 0.76 -1.97 -2.66
F -0.02 -0.10 -3.52
S 0.70 0.08 -0.88
O 1.72 -0.82 -0.35
O 1.17 1.39 -1.36
N -0.70 0.40 0.12
S -0.73 -0.85 1.07
O -0.53 -2.16 0.39
O -0.02 -0.63 2.33
C -2.61 -0.90 1.47
F -2.85 -1.87 2.40
F -3.01 0.23 2.06
F -3.37 -1.11 0.37
C -1.02 -4.49 3.77
O 0.22 -5.15 3.67
H -1.00 -3.74 4.56
H -1.14 -3.96 2.83
H -1.83 -5.19 3.99
H 0.18 -5.95 3.16
C 0.92 2.57 3.70
O 0.01 3.63 3.34
H 1.00 2.37 4.77
H 0.65 1.63 3.22
H 1.88 2.97 3.35
H 0.08 4.23 4.09
C -6.46 -0.36 -1.16
O -7.62 -1.08 -1.14
H -6.28 0.10 -0.19
H -5.69 -1.10 -1.39
H -6.52 0.46 -1.87
H -8.32 -0.43 -1.09
C -3.91 -0.16 -4.09
C -3.71 0.83 -2.96
O -2.49 1.60 -2.94
H -4.97 -0.43 -4.10
H -3.36 -1.07 -3.86
H -3.68 0.24 -5.08
H -3.95 0.44 -1.97
H -4.53 1.53 -3.17
H -2.40 1.94 -3.84
C 2.40 1.48 -5.24
C 3.60 2.43 -5.61
O 3.41 3.73 -5.08
H 2.30 1.29 -4.17
H 2.58 0.50 -5.68
H 1.42 1.79 -5.57
H 3.47 2.49 -6.69
H 4.57 1.99 -5.38
H 2.68 4.20 -5.50
C -2.20 -1.11 5.26
C -2.26 -0.56 6.71
O -1.14 -1.07 7.43
H -1.23 -0.90 4.81
H -2.97 -0.71 4.61
H -2.29 -2.20 5.20
H -3.15 -0.93 7.23
H -2.16 0.52 6.77
H -0.38 -0.49 7.33
C 7.06 -3.51 -4.77
C 6.32 -2.45 -3.91
C 5.17 -3.09 -3.15
O 4.28 -3.81 -3.98
C 3.24 -3.01 -4.57
N 7.22 -1.68 -3.14
H 7.82 -2.98 -5.34
H 6.56 -3.98 -5.62
H 7.43 -4.33 -4.15
H 5.81 -1.83 -4.65
H 4.68 -2.29 -2.60
H 5.54 -3.84 -2.45
H 2.65 -2.36 -3.92
H 2.55 -3.63 -5.14
H 3.70 -2.33 -5.29
H 6.74 -1.08 -2.49
H 7.75 -1.09 -3.77
C -1.16 -6.78 -5.95
C -1.11 -5.25 -6.08
C -0.87 -4.50 -4.74
O -1.89 -4.87 -3.82
C -1.83 -4.19 -2.61
N 0.03 -5.04 -6.95
H -1.42 -7.22 -6.91
H -1.90 -7.15 -5.24
H -0.18 -7.19 -5.69
H -2.03 -4.93 -6.58
H -0.90 -3.41 -4.79
H 0.09 -4.80 -4.31
H -2.53 -4.66 -1.91
H -2.30 -3.20 -2.69
H -0.84 -4.13 -2.16
H 0.10 -4.05 -7.14
H -0.35 -5.40 -7.81
C 0.38 6.13 0.74
C -0.25 5.02 -0.05
C 0.03 4.99 -1.57
O -0.42 3.79 -2.24
C 0.34 3.53 -3.40
N 0.20 3.79 0.52
H 1.47 6.06 0.80
H 0.00 6.11 1.76
H 0.18 7.06 0.20
H -1.34 5.00 0.04
H 1.11 5.10 -1.67
H -0.47 5.79 -2.12
H 0.05 2.59 -3.86
H 1.41 3.68 -3.31
H 0.05 4.27 -4.15
H 1.20 3.72 0.42
H 0.22 3.90 1.52
C -3.50 3.36 4.01
C -3.33 3.89 2.56
C -2.87 5.40 2.62
O -3.60 6.15 3.60
C -2.96 7.35 4.00
N -2.41 2.98 1.94
H -2.59 3.45 4.59
H -3.72 2.30 4.16
H -4.25 3.97 4.50
H -4.26 3.77 2.01
H -2.99 5.89 1.66
H -1.81 5.45 2.88
H -3.70 7.85 4.63
H -2.63 7.90 3.12
H -2.08 7.14 4.61
H -1.63 3.03 2.58
H -2.83 2.07 2.03
C 6.23 2.48 -2.38
C 4.94 1.77 -2.20
C 4.96 0.71 -1.03
O 6.03 -0.15 -1.14
C 6.21 -1.16 -0.08
N 3.85 2.72 -2.01
H 7.00 1.72 -2.48
H 6.59 3.15 -1.59
H 6.23 3.01 -3.33
H 4.77 1.28 -3.16
H 4.05 0.11 -1.02
H 5.08 1.26 -0.10
H 6.37 -0.62 0.85
H 7.12 -1.71 -0.33
H 5.40 -1.88 -0.02
H 3.66 3.23 -2.85
H 2.97 2.25 -1.83
C -6.28 -1.80 2.51
C -5.98 -1.69 3.99
C -5.93 -0.28 4.59
O -5.25 -0.33 5.89
C -5.39 0.85 6.63
N -6.99 -2.36 4.73
H -7.13 -1.21 2.17
H -6.25 -2.86 2.23
H -5.39 -1.45 1.99
H -4.97 -2.06 4.16
H -6.93 0.14 4.61
H -5.36 0.29 3.86
H -6.41 1.25 6.67
H -4.88 1.72 6.22
H -4.94 0.64 7.59
H -6.95 -3.35 4.55
H -6.67 -2.26 5.68
C 3.61 -3.33 4.03
C 2.67 -2.37 3.23
C 3.47 -1.14 2.71
O 4.12 -0.37 3.74
C 4.87 0.71 3.27
N 2.15 -3.11 2.13
H 4.41 -3.68 3.38
H 3.05 -4.16 4.46
H 4.12 -2.88 4.89
H 1.82 -2.19 3.89
H 2.75 -0.53 2.16
H 4.23 -1.40 1.98
H 4.28 1.47 2.76
H 5.68 0.31 2.67
H 5.38 1.16 4.12
H 1.62 -3.88 2.53
H 1.54 -2.45 1.67

---

# 3
DFT (the ωB97M-V functional and the def2-TZVPD basis) results for a molecular structure, C26H36Cl5N7O8SY.

The energy relative to the best compared isomer or geometry (same formula, charge and spin) comes out at 3.04 kcal/mol. The highest occupied orbital energy is -11.37 eV. Its charge is +1. The multiplicity is 1. The value obtained for the LUMO energy is -2.88 eV.

CARTESIAN COORDINATES (ANGSTROEM)
Y 1.50 -0.38 -1.31
Cl 1.73 -0.05 2.28
C 2.72 -1.35 1.63
C 2.71 -1.54 0.26
C 3.51 -2.56 -0.20
Cl 3.54 -2.76 -1.95
C 4.27 -3.39 0.61
Cl 5.22 -4.66 -0.06
C 4.23 -3.18 1.99
Cl 5.15 -4.18 3.03
C 3.45 -2.14 2.51
Cl 3.41 -1.86 4.21
C 0.40 3.47 2.31
C 1.21 4.09 1.17
N 0.53 4.07 -0.12
C -0.30 5.22 -0.47
C -1.75 5.09 -0.02
C 0.55 2.95 -0.87
C -0.11 3.00 -2.22
N 1.11 1.83 -0.50
H 1.01 3.37 3.20
H 0.03 2.47 2.03
H -0.47 4.08 2.56
H 2.18 3.58 1.07
H 1.44 5.13 1.40
H -0.26 5.38 -1.55
H 0.17 6.09 -0.01
H -2.19 4.16 -0.37
H -2.34 5.92 -0.41
H -1.83 5.12 1.07
H 0.32 3.79 -2.83
H -1.18 3.19 -2.15
H 0.05 2.05 -2.74
H 1.56 1.90 0.40
O 1.58 0.05 -5.57
C 2.34 0.61 -4.77
C 3.41 1.60 -5.20
C 4.09 2.00 -3.89
C 3.35 1.16 -2.88
O 3.59 1.06 -1.67
N 2.33 0.44 -3.43
H 2.95 2.43 -5.73
H 4.08 1.10 -5.91
H 3.95 3.05 -3.64
H 5.16 1.79 -3.85
N 0.61 -2.43 -5.28
C -0.72 -2.51 -4.60
C -0.57 -2.18 -3.11
O -1.57 -2.24 -2.43
O 0.64 -1.88 -2.77
H 0.58 -2.79 -6.23
H 1.29 -2.96 -4.73
H 0.97 -1.42 -5.30
H -1.14 -3.51 -4.72
H -1.39 -1.79 -5.07
C -3.11 -3.98 6.24
C -2.60 -3.10 5.10
S -3.84 -1.89 4.69
O -3.94 -0.96 5.78
O -5.00 -2.57 4.19
C -3.13 -1.00 3.31
C -3.33 -1.73 1.99
N -2.53 -1.10 0.94
C -1.24 -1.41 0.68
N -0.71 -0.57 -0.20
C -1.69 0.31 -0.53
C -2.81 0.01 0.17
N -4.05 0.72 0.13
O -4.06 1.73 -0.55
O -4.94 0.37 0.88
C -0.55 -2.59 1.27
H -2.37 -4.73 6.48
H -4.04 -4.48 5.96
H -3.30 -3.38 7.13
H -2.41 -3.68 4.20
H -1.71 -2.55 5.38
H -2.07 -0.83 3.53
H -3.65 -0.03 3.31
H -4.38 -1.70 1.70
H -3.04 -2.77 2.05
H -1.57 1.10 -1.25
H -1.19 -3.47 1.23
H -0.25 -2.41 2.31
H 0.35 -2.80 0.69

---

# 4
DFT (the ωB97M-V functional and the def2-TZVPD basis) results for a gas-phase ion, C4H8NOS (charge +1).

The energy relative to the best compared isomer or geometry (same formula, charge and spin) comes out at 57.60 kcal/mol. The highest occupied orbital energy is -14.63 eV. Its charge is +1. The multiplicity is 1. The value obtained for the LUMO energy is -5.69 eV.

CARTESIAN COORDINATES (ANGSTROEM)
C -0.71 -1.00 0.63
C 0.32 1.04 -0.08
C -1.18 1.37 0.12
C 1.60 -1.12 -0.15
N 0.43 -0.41 0.17
O -2.57 -0.65 -0.92
S -2.26 -0.08 0.36
H -0.70 -2.10 0.97
H 0.64 1.21 -1.06
H 1.06 1.48 0.52
H -1.14 2.05 0.98
H -1.52 1.91 -0.83
H 2.05 -0.75 -1.17
H 1.38 -2.21 -0.02
H 2.57 -0.75 0.49

---

# 5
DFT (the ωB97M-V functional and the def2-TZVPD basis) results for a single C3H5NO2 molecule.

The energy relative to the best compared isomer or geometry (same formula, charge and spin) comes out at 194.99 kcal/mol. The highest occupied orbital energy (spin up / spin down) is -8.35 / -8.35 eV. Its charge is 0. The multiplicity is 1. The value obtained for the LUMO energy (spin up / spin down) is -1.16 / -1.16 eV.

CARTESIAN COORDINATES (ANGSTROEM)
C 0.22 -0.63 0.06
C -1.57 -0.14 -0.30
C 0.56 0.84 0.08
O -0.70 -1.02 -0.93
N 1.77 -0.26 -0.31
O 2.59 -0.52 0.58
H 0.21 -1.19 0.99
H -1.92 0.70 -0.87
H -2.19 -0.54 0.49
H 0.34 1.41 -0.81
H 0.70 1.34 1.02

---

# 6
DFT (the ωB97M-V functional and the def2-TZVPD basis) results for a molecular structure, C7H10Cl2CoCrO4.

The highest occupied orbital energy (spin up / spin down) is -26.58 / -26.62 eV. Its charge is +4. The multiplicity is 8. The value obtained for the LUMO energy (spin up / spin down) is -19.38 / -20.52 eV.

CARTESIAN COORDINATES (ANGSTROEM)
Co -2.61 2.19 -0.02
Cr -0.70 0.51 0.67
Cl -1.05 1.33 -1.39
Cl -2.19 1.54 2.03
C 0.01 -0.38 2.65
C -3.07 3.17 -1.41
C -4.11 2.83 0.65
O -0.01 -0.62 3.78
O -3.30 3.79 -2.36
O -5.05 3.19 1.22
C 2.35 0.85 0.07
C 1.73 -0.16 -0.88
O 0.58 -0.82 -0.27
C 0.81 -2.16 0.21
C 0.88 -3.15 -0.94
H 1.61 1.47 0.62
H 2.99 1.52 -0.50
H 2.98 0.32 0.79
H 1.32 0.32 -1.78
H 2.44 -0.93 -1.19
H 1.75 -2.17 0.80
H -0.02 -2.41 0.88
H 1.65 -2.88 -1.67
H 1.11 -4.14 -0.53
H -0.09 -3.21 -1.44

---

# 7
DFT (the ωB97M-V functional and the def2-TZVPD basis) results for a molecular structure, C7H5NO6Tb.

The energy relative to the best compared isomer or geometry (same formula, charge and spin) comes out at 0.00 kcal/mol. The highest occupied orbital energy (spin up / spin down) is -22.95 / -22.97 eV. Its charge is +3. The multiplicity is 7. The value obtained for the LUMO energy (spin up / spin down) is -14.20 / -13.92 eV.

CARTESIAN COORDINATES (ANGSTROEM)
O -0.22 -3.35 -0.57
C -0.28 -2.23 -0.31
Tb -0.29 0.31 0.23
O 1.03 0.13 -3.08
C 0.54 0.05 -2.04
C -0.78 -0.48 2.53
O -0.98 -0.71 3.64
C 1.98 -0.49 0.53
O 3.12 -0.65 0.65
C -2.60 0.19 -0.70
O -3.66 0.28 -1.12
C 0.81 4.60 0.53
C 1.26 3.29 0.00
N 2.40 3.15 -0.67
O 0.53 2.25 0.18
H 1.50 5.41 0.32
H 0.70 4.51 1.62
H -0.16 4.85 0.06
H 2.68 2.23 -1.02
H 3.03 3.94 -0.85

---

# 8
DFT (the ωB97M-V functional and the def2-TZVPD basis) results for a single C5H5NO molecule.

The energy relative to the best compared isomer or geometry (same formula, charge and spin) comes out at 124.69 kcal/mol. Its structure (SMILES) is C#C[C@H]1CN1C=O. The highest occupied orbital energy is -9.60 eV. Its charge is 0. The multiplicity is 1. The value obtained for the LUMO energy is 0.72 eV.

CARTESIAN COORDINATES (ANGSTROEM)
C 1.30 -0.70 1.92
C 0.16 -0.52 1.41
C -0.81 -0.44 0.27
C -1.23 0.89 -0.45
N -0.55 -0.11 -1.22
C 0.93 0.02 -1.27
O 1.18 1.09 -1.70
H 2.02 -1.12 2.74
H -1.82 -1.02 0.55
H -0.64 1.86 -0.36
H -2.16 1.00 -0.90
H 1.64 -0.95 -0.99

---

# 9
DFT (the ωB97M-V functional and the def2-TZVPD basis) results for a molecular structure, C14H24BrMoNO4PS4Sb.

The energy relative to the best compared isomer or geometry (same formula, charge and spin) comes out at 0.00 kcal/mol. The highest occupied orbital energy is -15.72 eV. Its charge is +2. The multiplicity is 1. The value obtained for the LUMO energy is -9.13 eV.

CARTESIAN COORDINATES (ANGSTROEM)
Mo -0.10 1.76 0.79
C -2.56 -3.08 -0.17
C -2.76 -1.72 0.42
C -3.97 -1.33 0.99
C -4.09 -0.06 1.54
C -3.01 0.80 1.50
Br -3.22 2.46 2.35
N -1.83 0.47 0.91
C -1.73 -0.79 0.41
H -3.14 -3.83 0.37
H -1.51 -3.37 -0.16
H -2.91 -3.09 -1.21
H -4.81 -2.01 1.03
H -5.00 0.26 2.01
H -0.78 -1.06 -0.03
S -0.95 5.48 3.69
Sb 0.89 4.57 3.02
S -0.87 3.56 0.20
S 0.31 1.92 2.89
S 2.94 4.59 2.36
C 1.52 -1.89 2.47
C 2.37 -1.36 1.33
C 2.90 -2.46 0.44
C 3.44 -0.40 1.80
O 1.37 -0.57 0.50
P 1.74 0.42 -0.68
O 2.86 0.18 -1.56
O 1.68 1.83 0.10
O 0.21 0.53 -1.23
C -0.13 0.91 -2.70
C 0.64 2.16 -3.06
C 0.28 -0.29 -3.52
C -1.63 1.10 -2.68
H 2.14 -2.50 3.13
H 0.71 -2.52 2.10
H 1.11 -1.08 3.06
H 3.58 -3.09 1.02
H 3.47 -2.05 -0.40
H 2.10 -3.09 0.06
H 4.14 -0.93 2.45
H 3.01 0.42 2.37
H 4.01 -0.01 0.95
H 1.71 2.00 -3.03
H 0.37 3.01 -2.42
H 0.38 2.44 -4.09
H 1.36 -0.45 -3.48
H 0.00 -0.12 -4.56
H -0.23 -1.19 -3.18
H -1.92 1.93 -2.03
H -2.14 0.19 -2.36
H -1.96 1.35 -3.68

---

# 10
DFT (the ωB97M-V functional and the def2-TZVPD basis) results for a single C5H7N molecule.

The energy relative to the best compared isomer or geometry (same formula, charge and spin) comes out at 135.57 kcal/mol. Its structure (SMILES) is C1[C@@H]2[C@H]1[C@@H]1N[C@H]21. The highest occupied orbital energy is -8.08 eV. Its charge is 0. The multiplicity is 1. The value obtained for the LUMO energy is 1.16 eV.

CARTESIAN COORDINATES (ANGSTROEM)
C 1.35 -0.19 0.68
C 0.56 -0.68 -0.63
C 0.72 0.76 -0.26
C -0.79 0.80 0.00
N -1.11 -0.48 0.67
C -1.12 -0.41 -0.76
H 2.45 -0.25 0.56
H 1.07 -0.26 1.73
H 1.10 -1.38 -1.24
H 1.24 1.47 -0.88
H -1.41 1.65 0.25
H -1.93 -0.57 1.21
H -2.11 -0.44 -1.31